{"formula": "C5H8N2", "method": "the ωB97M-V functional and the def2-TZVPD basis", "smiles": "C/N=C/N1C=C1C", "lumo_energy_ev": 1.0, "spin_multiplicity": 1, "molar_mass_g_mol": 96.1, "fmax_ev_per_a": 0.5, "homo_lumo_gap_ev": 9.27, "e_tot_ev": -8291.10546, "charge": 0, "elements": ["C", "N", "C", "N", "C", "C", "C", "H", "H", "H", "H", "H", "H", "H", "H"], "xyz": [[1.108, 2.313, 1.265], [0.650, 1.433, 0.213], [0.913, 0.201, 0.313], [0.635, -0.712, -0.731], [-0.773, -1.212, -0.864], [-1.554, -2.333, -0.313], [-0.456, -0.246, -1.637], [0.256, 2.858, 1.684], [1.635, 1.800, 2.086], [1.783, 3.062, 0.835], [1.457, -0.247, 1.157], [-0.982, -3.263, -0.408], [-1.775, -2.176, 0.749], [-2.499, -2.443, -0.852], [-0.578, 0.469, -2.431]], "forces_ev_per_a": [[0.0385, 0.1710, 0.1535], [0.1294, -0.4610, 0.0736], [-0.0397, 0.2626, -0.0112], [0.1771, 0.0549, 0.1005], [-0.1041, 0.0890, -0.1755], [-0.0021, 0.0223, -0.0029], [-0.2544, -0.1666, -0.0013], [0.1055, -0.0775, -0.0573], [-0.0970, 0.0264, -0.1590], [-0.0843, -0.0977, 0.0735], [-0.0710, 0.0983, -0.0900], [-0.0567, 0.1699, 0.0275], [0.0706, -0.0073, -0.1416], [0.1484, 0.0608, 0.0649], [0.0399, -0.1451, 0.1452]], "mulliken_charge": [-0.69, -0.39, 0.11, -0.47, 0.34, -1.07, -0.17, 0.25, 0.30, 0.22, 0.32, 0.31, 0.30, 0.27, 0.38]}


{"formula": "C5H8N2", "method": "the ωB97M-V functional and the def2-TZVPD basis", "smiles": "Cc1cnn(C)c1", "lumo_energy_ev": 1.0, "spin_multiplicity": 1, "molar_mass_g_mol": 96.1, "fmax_ev_per_a": 0.3, "homo_lumo_gap_ev": 9.87, "e_tot_ev": -8294.37246, "charge": 0, "elements": ["C", "N", "C", "C", "C", "C", "N", "H", "H", "H", "H", "H", "H", "H", "H"], "xyz": [[-2.531, -0.294, -0.277], [-1.183, 0.052, 0.128], [-0.070, -0.706, -0.040], [1.021, 0.105, 0.188], [2.468, -0.240, -0.011], [0.439, 1.352, 0.509], [-0.886, 1.316, 0.459], [-2.518, -0.700, -1.296], [-3.131, 0.619, -0.247], [-2.966, -1.043, 0.390], [-0.129, -1.749, -0.330], [3.058, 0.661, -0.213], [2.567, -0.900, -0.880], [2.924, -0.751, 0.845], [0.938, 2.277, 0.775]], "forces_ev_per_a": [[-0.1035, -0.0741, 0.0038], [0.0692, -0.0750, -0.1618], [0.0031, 0.0914, -0.0896], [-0.1052, 0.0116, -0.0386], [0.0645, -0.0294, -0.0023], [0.0733, 0.0434, 0.0800], [0.1484, -0.1305, -0.0659], [-0.0517, 0.1750, 0.2208], [0.1526, -0.2330, -0.0039], [0.0365, 0.0963, -0.0040], [-0.0342, 0.2306, 0.0124], [-0.1214, -0.1580, 0.0578], [0.0860, 0.0921, 0.1515], [-0.1505, 0.1121, -0.0855], [-0.0671, -0.1526, -0.0747]], "mulliken_charge": [-0.81, 0.62, -0.53, 0.54, -1.12, -0.46, -0.87, 0.32, 0.31, 0.28, 0.42, 0.31, 0.30, 0.24, 0.45]}


{"formula": "C5H8N2", "method": "the ωB97M-V functional and the def2-TZVPD basis", "lumo_energy_ev": 0.8, "spin_multiplicity": 1, "molar_mass_g_mol": 96.1, "fmax_ev_per_a": 0.9, "homo_lumo_gap_ev": 8.46, "e_tot_ev": -8290.26127, "charge": 0, "elements": ["C", "C", "C", "C", "N", "N", "C", "H", "H", "H", "H", "H", "H", "H", "H"], "xyz": [[-1.806, 0.150, 0.434], [-0.701, -0.877, 0.451], [0.974, 0.668, -0.389], [0.156, 1.441, -1.059], [-0.650, 2.073, -1.737], [0.525, -0.398, 0.456], [1.575, -1.350, 0.815], [-1.528, 1.135, 0.831], [-2.407, 0.312, -0.469], [-2.483, -0.328, 1.140], [-1.069, 1.423, -2.409], [1.965, 0.518, -0.786], [1.921, -1.866, -0.085], [1.112, -2.055, 1.501], [2.414, -0.848, 1.307]], "forces_ev_per_a": [[-0.1757, -0.0638, 0.1432], [-0.1989, 0.0653, 0.9163], [0.0000, 0.2561, -0.2506], [-0.2248, 0.0017, -0.4289], [0.3236, -0.2386, 0.4757], [-0.4380, -0.4824, -0.4156], [0.1637, -0.1690, -0.0275], [0.0708, -0.0698, -0.1147], [0.3378, -0.3197, -0.0447], [-0.3431, 0.3006, 0.0633], [0.0433, 0.3824, -0.3271], [0.2360, 0.3395, 0.1584], [0.1276, -0.0492, 0.1213], [0.2108, -0.0079, -0.1605], [-0.1331, 0.0551, -0.1086]], "mulliken_charge": [-0.96, -0.38, -0.49, 0.48, -0.57, 0.23, -0.99, 0.36, 0.31, 0.30, 0.30, 0.34, 0.37, 0.36, 0.36]}


Copy entry 3 word for word.
{"formula": "C5H8N2", "method": "the ωB97M-V functional and the def2-TZVPD basis", "lumo_energy_ev": 0.8, "spin_multiplicity": 1, "molar_mass_g_mol": 96.1, "fmax_ev_per_a": 0.9, "homo_lumo_gap_ev": 8.46, "e_tot_ev": -8290.26127, "charge": 0, "elements": ["C", "C", "C", "C", "N", "N", "C", "H", "H", "H", "H", "H", "H", "H", "H"], "xyz": [[-1.806, 0.150, 0.434], [-0.701, -0.877, 0.451], [0.974, 0.668, -0.389], [0.156, 1.441, -1.059], [-0.650, 2.073, -1.737], [0.525, -0.398, 0.456], [1.575, -1.350, 0.815], [-1.528, 1.135, 0.831], [-2.407, 0.312, -0.469], [-2.483, -0.328, 1.140], [-1.069, 1.423, -2.409], [1.965, 0.518, -0.786], [1.921, -1.866, -0.085], [1.112, -2.055, 1.501], [2.414, -0.848, 1.307]], "forces_ev_per_a": [[-0.1757, -0.0638, 0.1432], [-0.1989, 0.0653, 0.9163], [0.0000, 0.2561, -0.2506], [-0.2248, 0.0017, -0.4289], [0.3236, -0.2386, 0.4757], [-0.4380, -0.4824, -0.4156], [0.1637, -0.1690, -0.0275], [0.0708, -0.0698, -0.1147], [0.3378, -0.3197, -0.0447], [-0.3431, 0.3006, 0.0633], [0.0433, 0.3824, -0.3271], [0.2360, 0.3395, 0.1584], [0.1276, -0.0492, 0.1213], [0.2108, -0.0079, -0.1605], [-0.1331, 0.0551, -0.1086]], "mulliken_charge": [-0.96, -0.38, -0.49, 0.48, -0.57, 0.23, -0.99, 0.36, 0.31, 0.30, 0.30, 0.34, 0.37, 0.36, 0.36]}